Entry 1:
ORCA calculation (ωB97M-V/def2-TZVPD) on a cluster of 8 separate species, C6H28N2O7 in total in a non-equilibrium geometry.

Each line ends with the Mulliken spin population.
Element x y z (Å)
C -0.32235 1.17937 0.94845  -0.011
C -0.71124 -0.21931 1.05260  0.023
C 0.32059 -1.09824 0.39075  -0.029
C 0.30475 -0.87671 -1.12974  -0.122
C 1.32602 -0.25919 -1.66919  0.209
C -0.87201 -1.79574 -3.02920  0.724
N -0.82216 -1.57443 -1.76367  0.193
N -0.94863 -0.61933 2.50177  0.003
H -0.21278 1.59628 -0.07544  0.006
H -1.13451 1.81191 1.48879  0.001
H 0.63096 1.42629 1.34396  0.002
H -1.82774 -0.26302 0.66262  -0.007
H 1.25978 -0.98099 0.85071  0.002
H 0.33106 -2.18667 0.43194  0.009
H 1.87896 0.24393 -0.76059  -0.007
H 1.73818 0.11172 -2.58991  0.000
H -1.83482 -1.99749 -3.60601  0.015
H -0.07533 -1.66838 -3.76936  0.022
H -1.64793 -1.73354 -1.15556  -0.052
H -1.79260 -0.24520 2.92907  0.000
H -0.18550 -0.31279 3.16824  0.000
H -1.09207 -1.67042 2.50336  0.001
H 3.32056 -1.72520 -2.22299  -0.007
H 2.78433 -2.92025 -1.56552  -0.002
O 2.52439 -2.29144 -2.27622  0.020
H 4.13004 1.92650 -0.24477  0.000
H 3.54384 3.30499 -0.07742  0.000
O 3.40213 2.38981 -0.03892  0.001
H 0.18696 3.86056 -1.48641  0.000
H -0.97857 4.23938 -2.47172  -0.001
O -0.67958 3.62498 -1.77267  0.002
H -3.76488 -2.49917 0.55561  0.000
H -3.34523 -1.46086 -0.50874  0.002
O -3.05037 -1.84218 0.26776  0.002
H -4.02816 -1.39103 -2.87373  0.000
H -4.05404 -2.54933 -1.98195  0.000
O -3.47843 -1.90991 -2.23469  0.003
H 1.44075 0.03558 4.61877  0.000
H 1.32916 1.46149 4.08955  0.000
O 0.82534 0.58112 4.18088  0.000
H 1.72644 3.41232 2.82824  0.000
H 2.01761 2.39828 1.79966  0.000
O 1.83710 2.48627 2.69167  0.000

The relative energy (zero: lowest compared OMol25 entry of this formula, charge and spin) is 3.183 eV. Its multiplicity is 2. As for the total charge: +1.

Entry 2:
ORCA calculation (ωB97M-V/def2-TZVPD) on a cluster of 8 separate species, C18H51BF4NO14 in total in a non-equilibrium geometry.

Each line ends with the Löwdin charge.
Element x y z (Å)
B 1.68337 1.88233 0.99461  -1.416
F 2.91996 2.36866 0.65948  0.122
F 1.07785 2.44568 2.11115  0.091
F 0.77581 2.01171 0.00327  0.132
F 1.84959 0.51494 1.17969  0.079
C -0.37582 -6.21905 -0.40891  -0.082
O -1.63570 -5.85631 0.19164  -0.193
C -1.85066 -4.45542 0.19188  -0.246
C -2.97888 -4.09667 1.12367  -0.216
N -3.16863 -4.86628 2.36670  -0.038
C -2.24614 -4.50677 3.46282  -0.186
C -2.51573 -5.35393 4.79040  -0.170
O -2.45249 -6.74094 4.42149  -0.192
C -1.14723 -7.13798 4.25684  -0.164
H 0.02526 -7.02380 0.20722  0.079
H 0.39100 -5.44689 -0.34676  0.087
H -0.49146 -6.60322 -1.42239  0.083
H -2.09033 -4.09678 -0.80915  0.125
H -0.99419 -3.87875 0.54120  0.118
H -3.81921 -4.39645 0.49749  0.108
H -3.04395 -3.03017 1.33922  0.124
H -2.79845 -5.71102 1.95501  0.079
H -2.07357 -3.48083 3.78800  0.116
H -1.26272 -4.80029 3.09563  0.090
H -3.58623 -5.23986 4.96097  0.111
H -1.96064 -5.11680 5.69800  0.115
H -1.23369 -8.21248 4.09537  0.089
H -0.52593 -6.99961 5.14168  0.087
H -0.57748 -6.77582 3.40108  0.077
C -4.86887 1.38804 -3.09414  -0.261
C -5.47600 2.69894 -3.34982  -0.303
O -5.41219 3.05857 -4.67245  -0.042
O -5.67105 0.33116 -3.58298  -0.064
H -4.65889 1.19606 -2.04192  0.120
H -3.86277 1.21388 -3.47565  0.130
H -5.00741 3.48755 -2.76108  0.126
H -6.52508 2.77073 -3.06278  0.122
H -6.18708 2.68875 -5.10185  0.090
H -6.41252 0.22334 -2.98281  0.082
C -3.62125 3.28012 4.35531  -0.231
C -2.98942 4.47860 5.11093  -0.203
O -1.56484 4.27229 5.38800  -0.095
O -3.16198 3.28424 2.99325  -0.070
H -4.69456 3.45155 4.27334  0.110
H -3.41763 2.34745 4.88142  0.116
H -3.32987 4.52178 6.14549  0.112
H -3.07444 5.38289 4.50832  0.113
H -1.05660 4.06725 4.59981  0.068
H -2.22986 3.05475 3.00156  0.076
C 5.53388 -2.26286 -4.29604  -0.287
C 4.78437 -1.84092 -3.06791  -0.234
O 4.96814 -0.40798 -3.09327  -0.069
O 5.37983 -3.64031 -4.46552  -0.064
H 6.58766 -2.02466 -4.15146  0.121
H 5.16772 -1.72781 -5.17225  0.122
H 5.16340 -2.30792 -2.15887  0.121
H 3.73591 -2.13501 -3.11636  0.122
H 4.51366 -0.13439 -2.29314  0.085
H 6.00744 -3.93419 -5.12985  0.083
C 0.08957 4.23627 -6.41438  -0.290
C 1.48679 3.72194 -6.85051  -0.225
O 1.71571 4.35113 -8.09999  -0.065
O -0.89654 4.16055 -7.37734  -0.046
H 0.11434 5.26670 -6.05988  0.112
H -0.18828 3.70650 -5.50320  0.115
H 1.36467 2.64727 -6.98566  0.112
H 2.22426 3.93824 -6.07758  0.120
H 2.65577 4.54458 -8.12165  0.078
H -1.73509 4.04395 -6.92472  0.090
C 0.74378 7.01765 -0.08944  -0.258
C 2.07485 7.25467 -0.81234  -0.261
O 3.05238 7.99843 -0.09045  -0.071
O -0.10301 6.27727 -0.91669  -0.053
H 0.21325 7.96845 -0.03816  0.117
H 1.03732 6.61507 0.88003  0.129
H 1.92204 7.74116 -1.77571  0.110
H 2.44816 6.27983 -1.12607  0.116
H 3.84015 8.02570 -0.63842  0.077
H -0.07474 5.34980 -0.67054  0.093
C 5.03099 -2.44407 4.44834  -0.250
C 4.02892 -3.58331 4.34708  -0.267
O 3.29670 -3.54085 3.16028  -0.064
O 4.46353 -1.18481 4.82737  -0.060
H 5.60103 -2.32908 3.52643  0.120
H 5.79054 -2.74149 5.17134  0.107
H 3.35156 -3.51414 5.19825  0.118
H 4.61239 -4.50342 4.31428  0.117
H 2.94962 -2.67157 2.94697  0.090
H 4.37590 -0.59148 4.07778  0.087

For the calculated total energy, the calculation gives -2248.9158 hartree. As for the total charge: -1.

Entry 3:
ORCA calculation (ωB97M-V/def2-TZVPD) on a cluster of 2 separate species, C3H9N3O2 in total in a non-equilibrium geometry.

Each line ends with the natural charge from an NBO analysis.
Element x y z (Å)
H 0.02093 -0.80275 -2.19652  0.343
N -0.77269 -0.28287 -1.82302  -0.689
C -0.75166 -0.27588 -0.54365  0.529
N -1.90498 -0.03234 0.14719  -0.820
N 0.29700 -0.74992 0.31522  -0.228
C 1.67491 -0.75257 -0.19831  -0.427
O 0.03041 -2.12330 0.61409  -0.569
H -2.57699 0.45859 -0.43384  0.404
H -1.78197 0.46892 1.02524  0.398
H 2.33725 -1.27088 0.49833  0.230
H 2.02592 0.28047 -0.23200  0.207
H 1.76726 -1.21086 -1.18416  0.187
H -0.93925 -2.15212 0.74277  0.479
C 0.20227 2.19547 0.88785  0.225
O -0.79064 2.77880 1.29687  -0.529
H 0.45254 0.93639 1.12768  0.153
H 0.70969 2.53484 -0.04374  0.107

The relative energy (zero: lowest compared OMol25 entry of this formula, charge and spin) is 5.401 eV. As for the total charge: 0.

Entry 4:
ORCA calculation (ωB97M-V/def2-TZVPD) on a cluster of 4 separate species, C4H16N8O4 in total in a non-equilibrium geometry.

Each line ends with the natural charge from an NBO analysis.
Element x y z (Å)
N -5.83534 -4.38455 -1.97208  -0.825
C -6.77670 -3.90145 -1.22469  0.747
N -7.77290 -4.72565 -1.00119  -0.840
O -6.65832 -2.83301 -0.66228  -0.686
H -5.99051 -5.37777 -2.06970  0.382
H -4.99357 -3.83907 -1.85386  0.420
H -8.48361 -4.25942 -0.45563  0.413
H -7.95033 -5.54732 -1.56108  0.388
N 4.01469 -1.32370 -1.39084  -0.829
C 4.89516 -1.73548 -0.53633  0.736
N 6.05481 -1.47929 -0.96113  -0.822
O 4.64324 -2.51754 0.34142  -0.667
H 3.08789 -1.64305 -1.14764  0.397
H 4.09949 -0.55858 -2.04468  0.386
H 6.35625 -0.74048 -1.58031  0.394
H 6.71628 -2.09853 -0.51493  0.406
N -1.46367 -0.08419 1.20201  -0.832
C -1.19645 0.73575 2.19605  0.750
N -2.10051 0.64464 3.12785  -0.835
O -0.19004 1.40812 2.29116  -0.678
H -2.42194 -0.40318 1.19423  0.388
H -0.86829 0.04966 0.39720  0.408
H -2.61105 -0.22462 3.18977  0.389
H -1.89197 1.24204 3.91507  0.410
N 2.41116 5.19054 -0.13000  -0.821
C 3.44584 5.88228 -0.07086  0.714
N 4.38751 5.26910 0.48055  -0.820
O 3.53377 6.93619 -0.51270  -0.662
H 2.27065 4.46113 0.55433  0.397
H 1.73777 5.78975 -0.58564  0.408
H 5.16185 5.80664 0.84328  0.400
H 4.38885 4.26102 0.54266  0.382

The relative energy (zero: lowest compared OMol25 entry of this formula, charge and spin) is 4.460 eV. As for the total charge: 0.

Entry 5:
ORCA calculation (ωB97M-V/def2-TZVPD) on the molecule C5H7N.

Each line ends with the natural charge from an NBO analysis.
Element x y z (Å)
C -0.30437 2.08632 -0.99056  -0.645
C -0.72628 1.38491 0.03301  0.423
N -1.11376 0.74473 1.00066  -0.427
C -0.59048 -0.61858 1.23741  -0.273
C -0.05517 -1.29672 0.00534  -0.211
C 1.19182 -1.14876 -0.42998  -0.366
H 0.60157 2.67438 -0.90239  0.240
H -0.83300 2.05662 -1.93552  0.241
H -1.40270 -1.19649 1.68661  0.211
H 0.19271 -0.51778 1.99709  0.210
H -0.76915 -1.86551 -0.58864  0.203
H 1.92120 -0.55786 0.12166  0.192
H 1.53000 -1.59774 -1.35986  0.203

The relative energy (zero: lowest compared OMol25 entry of this formula, charge and spin) is 2.220 eV. As for the total charge: 0.

Entry 6:
ORCA calculation (ωB97M-V/def2-TZVPD) on a cluster of 6 separate species, C20H22N6O4 in total in a non-equilibrium geometry.

Each line ends with the natural charge from an NBO analysis.
Element x y z (Å)
O 8.07526 21.13479 -14.62464  -0.364
N 8.74698 21.12910 -15.66645  0.510
O 8.83229 22.13365 -16.45840  -0.383
C 9.56860 19.89090 -15.93098  0.026
C 10.38751 19.93081 -17.03494  -0.183
C 10.99706 18.76753 -17.44033  -0.212
C 10.71696 17.52790 -16.85827  -0.168
C 9.89644 17.42309 -15.79297  -0.219
C 9.27191 18.62462 -15.39449  -0.171
H 10.52732 20.84637 -17.59046  0.250
H 11.57974 18.85479 -18.34547  0.223
H 11.14648 16.64948 -17.31684  0.222
H 9.63653 16.48249 -15.33027  0.234
H 8.46387 18.67225 -14.67951  0.236
O 9.52279 25.24449 -8.39664  -0.329
N 8.80604 25.24154 -9.36130  0.514
O 8.10915 26.22480 -9.66794  -0.426
C 8.52027 23.94337 -10.02708  0.070
C 9.46773 22.99391 -10.13573  -0.212
C 9.33040 21.79901 -10.78032  -0.221
C 8.17425 21.58993 -11.52826  -0.158
C 7.18215 22.59299 -11.56421  -0.210
C 7.31443 23.72605 -10.74049  -0.188
H 10.45790 23.04045 -9.70701  0.236
H 10.06355 21.01083 -10.69289  0.223
H 7.97241 20.69905 -12.10446  0.225
H 6.31603 22.41834 -12.18529  0.236
H 6.53984 24.47858 -10.73064  0.239
C 4.76536 26.88210 -10.12763  -0.741
C 4.81778 28.15030 -9.29599  0.296
N 4.92965 29.08873 -8.69085  -0.341
H 3.86454 26.55251 -10.64532  0.266
H 4.95700 25.98502 -9.53888  0.252
H 5.65917 26.76496 -10.74039  0.268
C 9.56727 29.05966 -10.75024  -0.724
C 9.23786 29.98438 -9.63516  0.278
N 8.89955 30.69673 -8.75480  -0.310
H 8.81794 29.07116 -11.54175  0.241
H 9.89647 28.04561 -10.52347  0.265
H 10.51000 29.37935 -11.19428  0.249
C 6.62077 27.34991 -14.24044  -0.734
C 6.03886 26.32617 -13.49626  0.316
N 5.44655 25.53674 -12.89014  -0.365
H 5.90280 27.77906 -14.93935  0.266
H 7.48495 26.99002 -14.79879  0.264
H 6.93298 28.07082 -13.48485  0.258
C 7.00285 27.57766 -7.08968  -0.738
C 8.08000 27.89299 -6.18367  0.303
N 8.96987 28.18108 -5.43210  -0.347
H 7.14253 28.09342 -8.03972  0.272
H 6.01716 27.92436 -6.77935  0.265
H 6.91124 26.49782 -7.20643  0.240

The relative energy (zero: lowest compared OMol25 entry of this formula, charge and spin) is 11.982 eV. As for the total charge: 0.